This record from OMol25 describes a 3-piece molecular cluster, CH8N2O2 overall. The level of theory is ωB97M-V with the def2-TZVPD basis set.

Values from the calculation:
- relative energy (zero: lowest compared OMol25 entry of this formula, charge and spin) (kJ/mol) = 35.5
- molar mass (g/mol) = 80.09
- HOMO level (eV) = -8.95

```
13
CH8N2O2 ωB97M-V with the def2-TZVPD basis set
H 3.999 0.923 1.798
N 3.329 0.288 1.363
C 2.166 0.796 1.426
N 1.045 0.122 1.028
H 1.935 1.793 1.809
H 1.170 -0.830 0.718
H 0.309 0.608 0.541
O -2.932 -1.579 -1.555
H -3.889 -1.464 -1.470
H -2.798 -2.524 -1.667
O -1.209 0.888 -1.179
H -1.169 0.528 -2.067
H -1.957 0.453 -0.746
```

---

This record from OMol25 describes one molecule with the formula CH8N2OSi. The level of theory is ωB97M-V with the def2-TZVPD basis set.

Values from the calculation:
- relative energy (zero: lowest compared OMol25 entry of this formula, charge and spin) (kJ/mol) = 120.3
- molar mass (g/mol) = 92.17
- HOMO level (eV) = -9.47

```
13
CH8N2OSi ωB97M-V with the def2-TZVPD basis set
C -1.142 -1.065 -0.709
Si 0.118 0.174 0.012
N -0.794 1.159 1.214
N 1.849 -0.714 0.680
O 0.796 1.227 -1.092
H -0.671 -1.929 -1.233
H -1.801 -1.598 0.072
H -1.917 -0.691 -1.501
H -1.115 2.117 0.811
H -0.455 1.198 2.147
H 2.524 -0.336 0.027
H 1.742 -1.717 0.441
H 0.866 2.174 -0.870
```

---

This record from OMol25 describes a 2-piece molecular cluster, CH8N2OSi overall. The level of theory is ωB97M-V with the def2-TZVPD basis set.

Values from the calculation:
- relative energy (zero: lowest compared OMol25 entry of this formula, charge and spin) (kJ/mol) = 807.3
- molar mass (g/mol) = 92.17
- HOMO level (spin up / spin down) (eV) = -8.61 / -9.08

```
13
CH8N2OSi ωB97M-V with the def2-TZVPD basis set
C 3.413 0.055 -0.806
N -1.458 -0.024 0.457
N 1.794 -0.419 0.711
O 3.093 -0.312 0.326
Si -2.983 0.200 -0.309
H 2.722 0.428 -1.574
H -3.532 1.595 -0.594
H 4.448 0.359 -0.966
H -0.417 -0.089 0.437
H -1.661 -0.247 1.476
H 1.864 -0.948 1.632
H -4.012 -0.140 0.762
H -3.270 -0.459 -1.551
```

---

This record from OMol25 describes a 2-piece molecular cluster, CH8N3 overall. The level of theory is ωB97M-V with the def2-TZVPD basis set.

Values from the calculation:
- relative energy (zero: lowest compared OMol25 entry of this formula, charge and spin) (kJ/mol) = 133.8
- molar mass (g/mol) = 62.10
- charge = +1
- HOMO level (eV) = -15.21

```
12
CH8N3 ωB97M-V with the def2-TZVPD basis set
N -0.539 0.619 2.029
H 0.214 1.220 2.364
H -1.176 0.391 0.201
H -0.083 -0.299 2.043
H -1.120 0.498 2.861
N 0.935 -0.935 -1.831
C 0.418 -0.127 -0.941
N -0.811 0.284 -0.756
H 1.698 -1.532 -1.547
H 0.731 -0.989 -2.822
H 1.098 0.111 -0.141
H -1.365 0.760 -1.459
```

---

This record from OMol25 describes a 2-piece molecular cluster, CH8N3 overall. The level of theory is ωB97M-V with the def2-TZVPD basis set.

Values from the calculation:
- relative energy (zero: lowest compared OMol25 entry of this formula, charge and spin) (kJ/mol) = 25.4
- molar mass (g/mol) = 62.10
- charge = +1
- HOMO level (eV) = -15.33

```
12
CH8N3 ωB97M-V with the def2-TZVPD basis set
N 0.278 0.606 -1.959
H 0.835 0.157 -2.678
H 0.361 -0.471 -0.548
H 0.802 1.449 -1.779
H -0.624 0.889 -2.332
N -0.842 0.405 1.618
C -0.159 -0.707 1.480
N 0.473 -0.957 0.376
H -0.988 0.950 0.792
H -1.109 0.828 2.486
H 0.024 -1.329 2.345
H 0.951 -1.820 0.199
```

---

This record from OMol25 describes a 2-piece molecular cluster, CH8N3O2P overall. The level of theory is ωB97M-V with the def2-TZVPD basis set.

Values from the calculation:
- relative energy (zero: lowest compared OMol25 entry of this formula, charge and spin) (kJ/mol) = 520.6
- molar mass (g/mol) = 125.07
- HOMO level (spin up / spin down) (eV) = -8.80 / -7.84

```
15
CH8N3O2P ωB97M-V with the def2-TZVPD basis set
C -0.928 2.846 0.318
N 2.041 0.646 -1.823
N 1.805 -1.738 -0.473
N -1.027 0.608 -0.031
O 0.487 -1.171 -2.637
O -0.569 1.603 0.805
P 0.987 -0.556 -1.419
H -0.059 3.473 0.268
H -1.691 3.278 0.922
H -1.321 2.804 -0.691
H 1.835 1.255 -2.601
H 2.491 1.266 -1.148
H 1.657 -2.685 -0.997
H 2.760 -1.747 0.006
H -1.138 -0.236 0.480
```

---

This record from OMol25 describes an isolated ion of composition CH8N3OSi and charge +1. The level of theory is ωB97M-V with the def2-TZVPD basis set.

Values from the calculation:
- relative energy (zero: lowest compared OMol25 entry of this formula, charge and spin) (kJ/mol) = 251.3
- molar mass (g/mol) = 106.18
- charge = +1
- HOMO level (eV) = -14.30

```
14
CH8N3OSi ωB97M-V with the def2-TZVPD basis set
N -0.215 1.988 -1.761
C -0.468 0.870 -1.045
O -1.750 0.828 -0.725
N 0.544 0.131 -0.519
N 0.347 -1.054 0.134
Si 0.292 -1.517 1.895
H 0.568 2.170 -2.341
H -1.002 2.597 -1.904
H -1.817 0.388 0.160
H 1.493 0.609 -0.752
H 0.892 -1.885 -0.230
H -0.328 -2.822 1.875
H 1.493 -2.022 2.684
H -0.050 -0.281 2.527
```

---

This record from OMol25 describes a 2-piece molecular cluster, CH8N3Si overall. The level of theory is ωB97M-V with the def2-TZVPD basis set.

Values from the calculation:
- relative energy (zero: lowest compared OMol25 entry of this formula, charge and spin) (kJ/mol) = 497.5
- molar mass (g/mol) = 90.18
- charge = +1
- HOMO level (eV) = -14.73

```
13
CH8N3Si ωB97M-V with the def2-TZVPD basis set
C 0.441 0.677 0.301
N 0.174 1.901 0.722
N 1.590 0.247 -0.183
N -0.592 -0.159 0.376
Si -0.811 -1.578 -0.644
H 0.856 2.606 0.545
H -0.702 2.435 0.808
H 2.439 0.991 -0.183
H 1.723 -0.775 -0.171
H -2.035 0.694 0.486
H 0.196 -1.309 -1.781
H -0.373 -2.847 0.198
H -2.375 -1.561 -0.669
```